(1)
{"formula": "C42H50InN9O6", "method": "ωB97M-V with the def2-TZVPD basis set", "species": ["In", "O", "C", "O", "C", "C", "C", "C", "C", "N", "C", "O", "O", "H", "H", "H", "H", "H", "C", "C", "C", "C", "C", "C", "C", "C", "C", "C", "C", "C", "N", "C", "C", "N", "C", "C", "C", "C", "C", "C", "C", "C", "C", "C", "C", "C", "H", "H", "H", "H", "H", "H", "H", "H", "H", "H", "H", "H", "H", "H", "H", "H", "H", "H", "H", "H", "H", "H", "H", "H", "H", "H", "H", "H", "H", "H", "H", "H", "H", "H", "H", "H", "N", "C", "N", "C", "N", "N", "C", "N", "C", "C", "C", "C", "C", "N", "H", "H", "H", "H", "H", "H", "H", "H", "O", "C", "O", "H"], "coordinates": [[0.406, -0.042, -0.093], [2.177, 1.893, -3.598], [1.278, 1.360, -2.918], [0.893, 1.670, -1.772], [0.592, 0.173, -3.584], [0.699, -0.030, -4.958], [0.056, -1.113, -5.518], [-0.660, -1.972, -4.692], [-0.699, -1.702, -3.335], [-0.088, -0.648, -2.798], [-1.406, -2.572, -2.326], [-2.214, -3.541, -2.796], [-1.268, -2.428, -1.146], [3.522, 2.070, -2.431], [1.277, 0.670, -5.543], [0.111, -1.301, -6.583], [-1.141, -2.840, -5.126], [-2.285, -3.502, -3.758], [-3.271, -2.885, 1.950], [-3.452, -1.366, 1.871], [-4.464, -0.933, 2.940], [-3.905, -0.888, 0.503], [-4.910, -1.618, -0.128], [-5.430, -1.242, -1.349], [-4.949, -0.100, -1.964], [-3.940, 0.663, -1.393], [-3.474, 1.891, -2.156], [-3.494, 3.190, -1.346], [-2.107, 1.665, -2.806], [-3.413, 0.261, -0.153], [-2.315, 1.029, 0.332], [-2.320, 1.537, 1.491], [-1.169, 2.344, 1.984], [-0.098, 2.432, 1.322], [0.984, 3.263, 1.718], [1.016, 4.580, 1.233], [2.138, 5.349, 1.517], [3.216, 4.839, 2.220], [3.175, 3.532, 2.660], [2.067, 2.721, 2.426], [2.091, 1.299, 2.953], [3.228, 0.472, 2.351], [2.185, 1.300, 4.482], [-0.081, 5.211, 0.391], [-1.385, 5.456, 1.159], [-0.335, 4.472, -0.923], [-2.888, -3.152, 2.935], [-2.576, -3.242, 1.196], [-4.221, -3.409, 1.828], [-2.481, -0.923, 2.101], [-5.423, -1.424, 2.762], [-4.647, 0.143, 2.933], [-4.114, -1.219, 3.933], [-5.297, -2.503, 0.359], [-6.210, -1.828, -1.817], [-5.361, 0.216, -2.916], [-4.207, 2.017, -2.958], [-2.658, 3.241, -0.651], [-4.425, 3.296, -0.785], [-3.406, 4.042, -2.023], [-1.343, 1.456, -2.058], [-1.795, 2.553, -3.360], [-2.147, 0.824, -3.502], [-3.172, 1.452, 2.170], [-1.320, 2.878, 2.931], [2.172, 6.367, 1.148], [4.085, 5.454, 2.409], [4.018, 3.123, 3.203], [1.171, 0.793, 2.652], [4.205, 0.895, 2.597], [3.137, 0.415, 1.266], [3.188, -0.548, 2.736], [3.133, 1.736, 4.804], [2.133, 0.285, 4.876], [1.384, 1.892, 4.934], [0.308, 6.199, 0.129], [-1.960, 4.537, 1.284], [-2.015, 6.153, 0.604], [-1.194, 5.882, 2.145], [-0.694, 3.457, -0.762], [0.578, 4.390, -1.513], [-1.082, 5.011, -1.512], [-1.158, -0.506, 4.233], [-0.698, -1.770, 4.091], [-1.106, -2.661, 4.993], [-0.648, -3.894, 4.775], [-1.032, -4.857, 5.637], [0.152, -4.262, 3.768], [0.482, -3.281, 2.934], [0.095, -2.015, 3.037], [1.331, -3.675, 1.760], [1.699, -5.006, 1.589], [2.455, -5.349, 0.482], [2.814, -4.357, -0.415], [2.391, -3.059, -0.165], [1.666, -2.721, 0.896], [-1.615, -0.272, 5.097], [-0.707, 0.217, 3.699], [-1.549, -4.596, 6.456], [-0.625, -5.771, 5.558], [1.386, -5.739, 2.316], [2.758, -6.375, 0.323], [3.408, -4.574, -1.292], [2.656, -2.247, -0.835], [4.209, 2.024, -1.698], [4.094, 0.918, -1.016], [3.344, -0.014, -1.233], [4.785, 0.909, -0.162]], "homo_energy_ev": -7.4012, "e_above_lowest_kj_mol": 0.00, "energy_ev": -75239.593, "lumo_ev": -0.4}


(2)
{"formula": "C42H50N5O3Ta", "method": "ωB97M-V with the def2-TZVPD basis set", "species": ["Ta", "C", "C", "C", "C", "C", "C", "C", "C", "N", "C", "C", "C", "C", "N", "C", "C", "C", "C", "C", "C", "C", "C", "H", "H", "H", "H", "H", "H", "H", "H", "H", "H", "H", "H", "H", "H", "H", "H", "H", "H", "H", "H", "H", "H", "H", "H", "O", "C", "O", "C", "C", "C", "C", "C", "C", "H", "H", "H", "H", "H", "C", "N", "N", "C", "O", "C", "C", "C", "C", "C", "C", "C", "C", "C", "H", "H", "H", "H", "H", "H", "H", "H", "H", "H", "H", "H", "C", "C", "C", "C", "N", "H", "H", "H", "H", "H", "H", "H", "H", "H"], "coordinates": [[-0.597, 0.112, 0.495], [-4.109, -2.266, 0.698], [-4.480, -1.104, -0.189], [-5.791, -0.649, -0.221], [-6.163, 0.423, -1.017], [-5.212, 1.067, -1.789], [-3.885, 0.655, -1.775], [-2.854, 1.372, -2.604], [-3.533, -0.436, -0.983], [-2.170, -0.896, -0.938], [-1.904, -2.041, -1.460], [-2.816, -2.759, -2.399], [-0.658, -2.713, -1.019], [-0.304, -4.039, -1.603], [-0.053, -2.175, -0.021], [1.086, -2.804, 0.569], [0.907, -3.332, 1.858], [-0.437, -3.279, 2.533], [1.982, -3.961, 2.470], [3.211, -4.046, 1.834], [3.372, -3.506, 0.570], [2.317, -2.893, -0.096], [2.534, -2.324, -1.471], [-4.880, -2.419, 1.450], [-3.162, -2.082, 1.205], [-4.031, -3.199, 0.135], [-6.535, -1.147, 0.390], [-7.192, 0.753, -1.041], [-5.499, 1.897, -2.422], [-3.318, 1.882, -3.446], [-2.106, 0.679, -2.992], [-2.354, 2.130, -1.991], [-3.595, -2.099, -2.768], [-3.299, -3.603, -1.899], [-2.247, -3.164, -3.236], [-0.009, -3.940, -2.649], [-1.174, -4.698, -1.580], [0.503, -4.506, -1.047], [-0.765, -2.248, 2.685], [-0.387, -3.768, 3.503], [-1.196, -3.788, 1.934], [1.847, -4.396, 3.452], [4.043, -4.536, 2.321], [4.337, -3.562, 0.081], [3.600, -2.266, -1.684], [2.116, -1.321, -1.561], [2.084, -2.952, -2.242], [0.831, -0.194, 1.986], [1.869, -0.066, 1.218], [1.655, 0.173, -0.001], [3.215, -0.180, 1.782], [4.325, 0.091, 0.983], [5.597, -0.049, 1.505], [5.764, -0.460, 2.823], [4.659, -0.719, 3.622], [3.383, -0.576, 3.108], [4.176, 0.403, -0.044], [6.462, 0.160, 0.890], [6.761, -0.570, 3.231], [4.791, -1.029, 4.651], [2.514, -0.770, 3.722], [2.968, 4.737, -2.255], [2.307, 4.056, -1.151], [1.358, 3.092, -1.364], [0.690, 2.891, -0.186], [-0.267, 2.033, -0.060], [1.223, 3.768, 0.758], [2.216, 4.486, 0.119], [3.058, 5.596, 0.629], [1.443, 2.169, -2.449], [0.274, 1.735, -3.059], [0.347, 0.796, -4.078], [1.578, 0.319, -4.502], [2.742, 0.771, -3.895], [2.680, 1.685, -2.857], [2.457, 4.503, -3.184], [4.013, 4.444, -2.344], [2.915, 5.812, -2.094], [0.920, 3.856, 1.787], [3.031, 5.612, 1.716], [2.685, 6.558, 0.269], [4.091, 5.492, 0.301], [-0.671, 2.165, -2.764], [-0.561, 0.463, -4.566], [1.635, -0.398, -5.310], [3.704, 0.404, -4.226], [3.585, 2.006, -2.357], [-3.822, 0.170, 3.197], [-2.893, 1.112, 2.421], [-1.963, 1.841, 3.415], [-3.732, 2.134, 1.634], [-2.055, 0.398, 1.501], [-4.396, 0.744, 3.923], [-3.244, -0.592, 3.721], [-4.521, -0.312, 2.514], [-2.550, 2.404, 4.140], [-1.313, 2.526, 2.867], [-1.351, 1.107, 3.941], [-4.206, 2.831, 2.324], [-4.508, 1.625, 1.059], [-3.092, 2.691, 0.947]], "homo_energy_ev": -13.7102, "total_charge": 2, "energy_ev": -59501.930, "lumo_ev": -6.5}